Here is a 16-piece molecular cluster, C84H192N16 overall in a non-equilibrium geometry from the OMol25 dataset. Energies are from ωB97M-V with the def2-TZVPD basis set.

Its spin multiplicity is 1. The value obtained for the HOMO energy is -7.94 eV. Its total energy is -114058.8766 eV. The HOMO-LUMO gap comes out at 8.25 eV.

The geometry in XYZ format:
```
292
Properties=species:S:1:pos:R:3:forces:R:3
C -13.911 16.789 31.328 -0.4 1.1 1.7
C -13.008 17.490 30.342 0.1 0.4 -0.2
C -13.274 16.993 28.915 1.7 -0.2 -0.5
C -12.950 15.568 28.702 0.0 0.4 0.4
N -12.648 14.475 28.530 0.0 -0.3 0.0
H -13.677 17.113 32.378 0.0 -0.2 -0.8
H -13.669 15.729 31.302 -0.7 -0.2 -0.1
H -14.985 17.076 31.214 0.7 -0.8 -0.3
H -11.980 17.276 30.662 0.0 0.1 -0.5
H -13.121 18.598 30.344 -0.1 -0.7 0.0
H -12.645 17.520 28.172 -0.3 0.0 0.5
H -14.276 17.137 28.582 -1.0 0.3 0.1
C -19.080 16.253 25.181 -0.9 -0.5 -1.1
C -20.486 15.732 25.424 -0.2 0.2 0.8
C -20.825 14.534 24.536 -0.1 -0.1 0.0
C -22.008 13.806 25.036 0.0 -0.4 0.0
N -22.858 13.166 25.479 0.3 0.5 -0.3
H -19.012 16.459 24.115 0.4 -0.2 -0.3
H -18.343 15.524 25.483 0.3 0.0 0.0
H -18.905 17.196 25.636 0.2 0.7 0.8
H -21.224 16.526 25.296 0.0 0.0 -0.2
H -20.597 15.441 26.478 0.1 -0.1 -0.2
H -19.984 13.836 24.564 -0.1 -0.1 0.0
H -20.950 14.806 23.476 -0.1 0.0 0.4
C -8.511 10.043 26.758 0.2 -0.8 -0.3
C -9.857 10.450 27.290 -1.0 0.6 -0.2
C -9.825 11.798 28.069 -0.5 -0.5 0.3
C -9.204 12.858 27.279 -0.1 0.6 -0.3
N -8.794 13.712 26.619 0.0 -0.4 0.5
H -8.184 10.736 25.976 0.3 0.1 0.4
H -8.556 9.068 26.256 -0.1 0.1 0.2
H -7.789 9.925 27.572 0.1 0.3 -0.2
H -10.341 9.695 27.912 0.3 0.0 0.3
H -10.571 10.551 26.453 0.3 0.2 0.2
H -9.268 11.688 29.020 -0.2 0.1 -0.4
H -10.866 12.113 28.315 0.7 -0.1 -0.1
C -9.984 12.596 23.859 0.1 -0.1 -0.5
C -10.799 12.844 22.591 -0.5 -1.0 0.6
C -10.996 11.540 21.807 0.8 -0.7 0.5
C -9.667 11.141 21.220 -3.7 0.6 1.2
N -8.686 10.892 20.721 2.4 -0.6 -1.0
H -8.967 12.318 23.526 -0.2 0.1 0.7
H -10.429 11.784 24.459 0.2 0.0 -0.4
H -9.984 13.460 24.515 0.4 0.1 -0.2
H -10.417 13.628 21.970 0.5 0.5 -0.4
H -11.787 13.146 22.866 -0.8 0.4 0.3
H -11.757 11.648 21.026 0.3 -0.1 0.0
H -11.355 10.760 22.549 0.4 0.7 -1.0
C -15.060 15.963 20.543 1.7 0.1 -0.1
C -15.161 15.626 22.005 -0.6 -0.9 0.6
C -14.088 14.594 22.437 -0.3 1.0 -0.5
C -14.163 13.415 21.590 0.1 -0.6 -0.6
N -14.241 12.525 20.857 0.0 0.6 0.5
H -15.555 15.187 19.974 0.0 0.1 -0.4
H -13.969 16.002 20.230 -1.2 0.0 0.2
H -15.492 16.937 20.365 -0.3 0.2 -0.4
H -16.156 15.182 22.163 0.2 0.0 0.2
H -15.136 16.492 22.659 0.4 0.0 0.1
H -14.195 14.322 23.463 -0.2 -0.3 0.8
H -13.107 15.070 22.348 0.0 -0.2 -0.1
C -9.856 22.540 27.791 -0.1 0.7 1.0
C -10.202 22.072 29.219 -0.4 0.2 0.2
C -10.439 20.561 29.231 0.2 -0.1 -2.7
C -11.393 20.140 28.134 1.3 0.7 2.0
N -12.216 19.803 27.421 -0.8 -0.3 -1.0
H -9.081 21.904 27.410 0.5 -0.4 -0.4
H -9.473 23.575 27.774 -0.2 -0.4 0.1
H -10.717 22.491 27.132 -0.1 -0.1 0.0
H -11.049 22.617 29.643 -0.1 0.0 -0.2
H -9.383 22.244 29.914 0.2 0.1 -0.1
H -10.818 20.083 30.107 0.0 0.0 0.9
H -9.467 20.138 28.912 -0.5 -0.4 0.4
C -8.773 17.168 30.135 -0.4 0.6 -0.5
C -8.812 16.939 28.599 -0.4 0.3 0.6
N -8.541 18.145 27.780 -0.4 -1.1 0.5
C -7.210 18.716 28.067 -1.1 0.6 -1.0
C -6.040 17.845 27.748 1.0 0.8 -0.1
C -8.784 17.788 26.379 0.3 0.4 -0.4
C -8.773 19.041 25.485 0.2 -1.0 -0.3
H -9.385 18.036 30.483 0.2 -0.8 -0.4
H -7.774 17.336 30.528 0.2 0.0 -0.1
H -9.124 16.244 30.579 -0.2 0.0 0.3
H -8.117 16.107 28.398 0.0 0.1 -0.2
H -9.818 16.542 28.321 0.6 0.4 0.1
H -7.135 19.621 27.439 0.0 0.0 0.6
H -7.228 18.996 29.119 0.2 0.2 0.0
H -5.800 17.780 26.691 -0.4 -0.3 -0.2
H -5.142 18.287 28.163 0.2 0.2 0.3
H -6.146 16.902 28.210 0.0 -1.3 0.2
H -9.807 17.374 26.294 0.5 -0.1 0.2
H -8.057 17.000 26.028 -0.6 0.6 0.1
H -9.634 19.660 25.710 0.0 0.3 0.2
H -8.834 18.744 24.435 -0.2 -0.1 0.0
H -7.848 19.593 25.552 0.2 0.3 0.2
C -15.946 21.438 25.654 0.9 -0.8 -0.7
C -15.779 22.256 24.376 -0.1 1.1 0.6
N -17.081 22.792 23.990 -0.1 -1.0 0.2
C -18.011 21.734 23.579 -1.0 1.6 0.1
C -19.394 22.316 23.276 -0.3 -0.2 -0.4
C -17.072 24.021 23.268 -0.9 1.0 -0.8
C -16.434 24.124 21.858 1.4 -0.2 0.7
H -16.352 20.470 25.345 -0.2 0.0 0.5
H -16.568 21.938 26.395 0.0 0.0 -0.2
H -14.957 21.215 26.077 -0.2 0.1 0.1
H -15.039 23.063 24.566 -0.7 -0.1 -0.1
H -15.350 21.692 23.552 0.3 -0.6 -0.2
H -17.765 21.244 22.647 0.8 -0.6 -0.2
H -18.162 21.028 24.397 0.5 -0.1 -0.2
H -19.356 22.879 22.319 -0.2 -0.1 0.7
H -20.089 21.469 23.111 0.2 0.5 0.1
H -19.760 22.941 24.105 0.1 -0.1 -0.4
H -16.571 24.726 23.916 0.4 0.4 0.1
H -18.090 24.453 23.207 0.3 -0.6 0.1
H -15.342 24.175 22.013 -0.2 -0.3 -0.2
H -16.641 25.086 21.394 -0.5 -0.1 -0.1
H -16.591 23.291 21.162 -0.4 0.2 0.2
C -10.976 8.454 24.525 -0.5 1.0 1.6
C -12.438 8.821 24.935 1.5 -1.4 -0.2
N -13.083 9.648 23.959 -0.7 -0.3 -0.7
C -13.619 8.771 22.901 1.0 -0.8 1.8
C -14.476 9.381 21.882 -0.6 -0.9 -1.4
C -14.161 10.353 24.620 -0.3 1.2 0.0
C -13.527 11.542 25.349 -1.4 -0.3 0.0
H -10.415 9.397 24.355 -0.2 -0.6 0.1
H -10.879 7.829 23.672 -0.1 -0.5 -0.9
H -10.532 7.922 25.382 0.1 0.2 -0.3
H -13.031 7.896 25.151 0.2 0.3 -0.3
H -12.387 9.300 25.899 0.1 0.4 0.2
H -12.823 8.146 22.491 0.5 0.7 -0.4
H -14.128 7.982 23.450 -1.0 -0.3 0.0
H -14.112 10.259 21.381 0.5 0.1 -0.3
H -14.684 8.548 21.197 0.3 0.4 -0.5
H -15.463 9.609 22.194 -0.9 0.5 0.9
H -14.769 9.696 25.277 0.4 0.1 0.1
H -14.890 10.748 23.914 0.2 -0.1 -0.3
H -12.911 12.103 24.675 -0.1 0.6 -0.7
H -12.817 11.133 26.014 0.6 -0.1 1.4
H -14.279 12.170 25.863 0.6 -0.2 -0.1
C -10.419 16.689 20.887 -0.7 1.0 0.1
C -9.823 15.711 19.937 0.1 -1.3 -1.0
N -10.685 15.339 18.779 0.6 0.1 0.2
C -11.808 14.498 19.161 0.3 0.4 0.3
C -12.917 14.465 18.131 -0.2 -0.4 -0.2
C -9.884 14.792 17.664 -1.5 -0.3 0.0
C -9.469 13.331 17.809 2.2 0.0 0.6
H -11.217 16.312 21.548 0.4 -0.2 -0.2
H -10.869 17.531 20.344 0.1 -0.1 0.0
H -9.609 17.095 21.485 0.0 0.0 0.4
H -8.892 16.113 19.521 -0.2 0.1 0.0
H -9.491 14.827 20.518 -0.1 0.0 -0.2
H -12.084 14.872 20.147 -0.7 0.0 -0.1
H -11.530 13.464 19.339 0.4 -0.5 0.1
H -13.217 15.474 17.806 -0.2 -0.4 0.3
H -13.744 13.812 18.487 0.2 0.8 -0.1
H -12.552 13.944 17.238 0.1 0.2 0.0
H -10.488 14.849 16.726 0.4 0.3 0.6
H -9.049 15.468 17.584 0.5 0.0 -0.3
H -10.225 12.609 17.532 -0.4 -0.1 0.4
H -8.655 13.129 17.089 -0.2 0.2 0.2
H -8.980 13.116 18.819 -1.0 0.1 -1.2
C -17.529 18.223 22.393 0.5 1.8 0.6
C -18.123 17.425 21.265 0.5 -1.1 1.0
N -18.026 18.133 20.051 -0.3 1.6 -1.3
C -18.712 19.452 20.163 1.4 0.5 1.2
C -20.159 19.389 20.662 -1.1 -0.1 -0.9
C -18.517 17.387 18.886 0.2 -0.1 0.8
C -17.600 16.270 18.439 0.1 -0.4 -0.1
H -16.643 18.776 22.027 -0.1 -0.4 0.1
H -17.203 17.634 23.246 -0.2 -0.2 0.0
H -18.181 19.066 22.754 0.3 -1.1 -0.1
H -17.554 16.487 21.177 -0.3 0.2 0.0
H -19.153 17.169 21.537 -0.3 -0.3 -0.1
H -18.060 20.099 20.872 -1.2 -1.0 -1.0
H -18.592 19.940 19.217 -0.2 0.2 -0.7
H -20.823 18.693 20.060 1.0 0.5 0.6
H -20.154 19.046 21.688 -0.3 -0.1 0.3
H -20.731 20.345 20.633 0.8 -0.4 0.0
H -18.600 18.080 18.063 -0.4 0.3 -0.2
H -19.488 16.971 19.178 -0.3 -0.1 -0.6
H -17.685 15.402 19.092 0.5 0.1 0.3
H -16.560 16.605 18.308 -0.3 -0.1 0.3
H -17.911 15.858 17.486 -0.3 0.2 -0.4
C -13.072 18.631 22.380 -1.2 -1.4 0.5
C -12.485 18.028 23.661 -0.2 -0.6 0.6
N -13.447 17.242 24.493 -0.4 0.7 -0.7
C -14.438 18.179 25.012 -1.2 0.3 -0.9
C -15.664 17.530 25.649 0.5 -1.1 -0.6
C -12.809 16.577 25.609 1.1 -0.9 -0.2
C -11.809 15.474 25.203 -0.4 0.8 -0.1
H -13.534 17.786 21.784 0.6 1.0 0.5
H -12.295 19.100 21.799 0.1 0.3 -0.2
H -13.887 19.323 22.631 0.4 0.2 -0.4
H -11.736 17.321 23.343 0.5 -0.1 0.0
H -12.005 18.763 24.334 0.0 0.2 -0.4
H -14.046 18.905 25.702 0.7 0.3 0.6
H -14.782 18.792 24.164 -0.1 -0.3 0.2
H -15.460 17.254 26.689 -0.4 0.0 -0.1
H -16.556 18.134 25.556 -0.1 0.5 0.3
H -15.903 16.616 25.072 0.1 0.1 0.4
H -13.554 16.092 26.232 -0.3 0.2 0.0
H -12.274 17.319 26.203 0.1 0.2 0.4
H -11.043 15.929 24.587 0.2 -0.2 -0.6
H -12.331 14.665 24.698 0.2 0.0 -0.2
H -11.250 15.070 26.034 -0.2 -0.1 0.6
C -11.707 21.772 24.345 0.9 0.3 0.1
C -11.462 22.217 22.885 -0.6 0.3 1.2
N -10.118 22.645 22.620 0.7 -1.0 0.6
C -10.001 23.664 21.615 0.7 0.7 -1.0
C -8.638 24.367 21.469 0.0 -0.7 1.5
C -9.140 21.542 22.588 0.2 0.2 -0.5
C -9.266 20.570 21.396 -1.4 1.0 -0.3
H -11.455 22.616 25.005 -0.3 -0.3 0.0
H -11.039 20.946 24.636 -0.1 0.3 -0.2
H -12.714 21.391 24.538 -0.1 0.3 -0.2
H -11.790 21.419 22.285 -0.2 -1.4 -1.3
H -12.156 23.001 22.604 -0.1 0.5 0.2
H -10.266 23.409 20.582 -0.5 -0.6 -0.1
H -10.692 24.424 21.916 -0.6 0.6 0.1
H -7.880 23.796 20.939 0.0 -0.1 -0.1
H -8.720 25.340 21.023 -0.3 0.3 -0.5
H -8.276 24.550 22.484 0.3 0.0 0.0
H -9.172 20.941 23.517 0.2 0.7 -0.2
H -8.185 22.074 22.460 0.0 -0.5 0.5
H -10.151 19.891 21.503 0.8 0.5 -0.1
H -8.367 19.989 21.229 0.1 -0.1 0.0
H -9.444 21.247 20.524 0.1 -0.9 0.2
C -13.902 21.730 20.056 0.2 -0.2 -0.5
C -15.095 21.066 19.395 0.3 0.6 0.4
N -14.890 20.826 17.993 1.1 -1.0 -0.6
C -13.676 20.025 17.691 -0.9 0.0 -1.6
C -13.669 18.626 18.288 1.2 0.3 0.8
C -16.120 20.272 17.426 0.5 -0.1 0.0
C -16.088 20.119 15.909 -1.3 0.0 0.5
H -13.557 22.497 19.347 0.2 -0.2 0.3
H -13.097 20.995 20.268 -0.4 0.7 0.1
H -14.290 22.242 20.937 0.5 -0.2 0.3
H -15.383 20.165 19.986 -0.3 0.4 -0.3
H -15.846 21.861 19.412 -0.6 -0.5 0.3
H -12.752 20.575 17.895 -0.3 0.0 0.5
H -13.651 19.956 16.569 0.0 -0.1 1.0
H -12.757 18.118 18.013 0.4 -0.3 -0.6
H -14.495 17.989 18.024 -0.5 0.0 -0.1
H -13.521 18.656 19.373 -0.6 0.1 0.1
H -16.456 19.335 17.950 0.3 0.5 -0.4
H -16.816 21.048 17.670 -1.0 0.3 0.1
H -15.959 21.064 15.415 0.5 0.6 -0.1
H -15.322 19.438 15.608 0.3 -0.6 -0.5
H -17.086 19.805 15.551 0.5 -0.4 0.2
C -17.768 16.877 32.278 0.0 -0.7 0.0
C -18.448 16.744 30.930 0.1 0.7 -0.5
N -17.736 17.305 29.756 -0.2 0.8 2.0
C -17.846 18.766 29.892 -0.9 0.7 -0.2
C -17.246 19.532 28.713 0.1 0.2 0.7
C -18.210 16.704 28.525 -0.5 0.7 -1.1
C -17.487 15.391 28.256 -0.4 -0.1 0.4
H -16.804 16.374 32.295 0.2 0.1 0.0
H -18.415 16.346 32.985 0.1 0.2 0.1
H -17.681 17.911 32.613 0.1 -0.1 -0.1
H -18.616 15.725 30.638 -0.3 -0.7 0.5
H -19.420 17.265 31.091 0.1 -0.4 -0.6
H -18.962 19.046 30.048 1.4 -0.2 -0.4
H -17.327 19.158 30.818 -0.5 -0.9 -0.9
H -17.407 20.600 28.911 0.2 -0.2 -0.2
H -16.165 19.321 28.667 -0.3 0.2 -0.2
H -17.712 19.283 27.764 0.0 0.1 -0.1
H -17.986 17.407 27.710 -0.1 -0.3 0.2
H -19.332 16.566 28.480 0.8 0.1 0.3
H -17.927 14.781 27.463 0.0 0.3 -0.1
H -17.593 14.800 29.156 0.3 -0.4 0.2
H -16.427 15.551 28.075 0.1 0.0 -0.1
C -3.717 15.137 23.330 1.1 2.4 1.2
C -4.539 13.980 23.024 -1.1 -2.2 -2.5
N -5.943 14.255 22.681 -0.4 1.1 1.6
C -6.711 14.640 23.895 0.5 0.2 -0.5
C -7.995 15.360 23.564 1.0 1.2 -1.1
C -6.581 13.236 21.854 0.6 -0.3 0.4
C -6.266 13.562 20.414 -1.6 -1.2 -0.7
H -2.655 15.038 23.071 -0.3 -0.3 -0.3
H -3.672 15.382 24.408 -0.4 0.1 -0.4
H -4.124 15.997 22.785 0.2 0.0 0.2
H -4.129 13.544 22.071 -0.2 0.0 1.0
H -4.496 13.232 23.808 0.2 -0.5 0.3
H -6.858 13.829 24.581 -0.3 -1.0 0.4
H -6.126 15.359 24.463 0.4 0.0 0.0
H -7.633 16.355 23.198 -0.6 -0.6 -0.1
H -8.503 14.862 22.735 -0.4 0.2 0.3
H -8.613 15.571 24.424 -0.3 -0.4 0.2
H -7.670 13.228 21.991 0.3 0.2 0.0
H -6.264 12.216 22.138 0.0 0.1 -0.1
H -5.254 13.429 20.103 1.0 0.1 0.2
H -6.572 14.588 20.288 0.0 0.4 -0.5
H -6.838 12.876 19.740 0.2 0.6 0.4
```
Forces are in eV/Å.